(1)
DFT (the ωB97M-V functional and the def2-TZVPD basis) results for C7H21B2NO8S as an isolated structure.

Calculated values
Energy above the lowest of the compared OMol25 structures with the same formula, charge and spin: 17.2 kcal/mol
HOMO-LUMO gap: 0.3744 Eh
Total energy: -37658.8344 eV
Spin multiplicity: 1
Net charge: 0

XYZ file:
```
40
Properties=species:S:1:pos:R:3:lowdin_charge:R:1
C -0.668 -1.709 -0.100 0.037
B -1.258 -1.720 -1.539 -0.435
O -0.458 -2.126 -2.564 0.160
C -2.744 -1.268 -1.944 -0.166
O -2.964 0.169 -2.072 -0.145
S -4.074 0.667 -1.052 0.562
O -3.662 1.787 -0.353 -0.186
O -5.323 0.768 -1.672 -0.204
O -4.081 -0.657 -0.139 -0.138
C -3.913 -1.713 -1.090 -0.225
B -4.041 -3.210 -0.575 -0.556
N -4.094 -3.546 0.840 0.165
O -4.131 -4.182 -1.516 0.191
H -1.198 -1.083 0.605 0.072
H 0.364 -1.393 -0.187 0.056
H -0.611 -2.727 0.279 0.084
H -0.501 -1.467 -3.281 0.128
H -2.942 -1.663 -2.939 0.152
H -4.761 -1.631 -1.786 0.147
H -3.242 -3.238 1.301 0.076
H -4.868 -3.054 1.276 0.083
H -4.738 -3.865 -2.209 0.124
C 4.126 0.620 0.447 -0.095
C 3.707 -0.731 0.995 -0.307
O 2.984 -1.498 0.029 -0.094
H 3.253 1.188 0.126 0.071
H 4.660 1.191 1.191 0.049
H 4.770 0.492 -0.428 0.077
H 3.048 -0.607 1.852 0.112
H 4.585 -1.301 1.315 0.107
H 3.559 -1.628 -0.733 0.079
C 3.128 5.162 1.369 -0.090
C 2.915 3.782 1.962 -0.308
O 4.138 3.049 2.037 -0.112
H 3.561 5.083 0.372 0.076
H 2.188 5.710 1.302 0.075
H 3.824 5.742 1.981 0.072
H 2.237 3.200 1.341 0.107
H 2.481 3.859 2.964 0.110
H 4.743 3.548 2.596 0.088
```

(2)
DFT (the ωB97M-V functional and the def2-TZVPD basis) results for C16H15F6N7O9S3V as an isolated structure.

Calculated values
Energy above the lowest of the compared OMol25 structures with the same formula, charge and spin: 0.9 kcal/mol
HOMO-LUMO gap (spin up / spin down): 0.3028 / 0.3047 Eh
<S²>: 2.01
Total energy: -120197.9241 eV
Spin multiplicity: 3
Net charge: -1

XYZ file:
```
57
Properties=species:S:1:pos:R:3:mulliken_spin:R:1
V 0.341 -0.008 -1.311 2.001
N -0.140 2.018 -0.675 -0.016
C -0.817 2.728 -1.766 0.006
C -0.202 2.274 -3.091 0.004
O -0.254 2.985 -4.086 -0.003
N 0.409 1.086 -2.962 -0.072
C 1.367 0.643 -3.947 0.013
C 2.410 -0.208 -3.217 0.007
O 3.338 -0.712 -3.813 0.005
O 2.183 -0.341 -1.935 -0.005
H -0.664 2.030 0.193 0.010
H 0.790 2.395 -0.478 0.000
H -0.713 3.812 -1.697 -0.001
H -1.879 2.484 -1.751 0.002
H 1.859 1.489 -4.434 0.004
H 0.916 0.039 -4.738 -0.001
F -1.147 -4.807 -4.157 0.000
C -1.759 -3.952 -3.340 0.000
F -1.683 -4.436 -2.102 0.000
F -3.039 -3.873 -3.692 0.000
S -0.945 -2.276 -3.477 0.012
O 0.017 -2.229 -2.399 0.011
O -0.506 -2.208 -4.828 0.001
N -2.089 -1.230 -3.232 -0.001
S -2.724 -0.978 -1.845 0.017
O -1.941 -0.029 -1.058 0.002
O -3.243 -2.110 -1.138 -0.001
C -4.197 -0.001 -2.363 -0.002
F -3.851 1.044 -3.103 0.000
F -5.035 -0.770 -3.053 0.000
F -4.822 0.439 -1.267 0.000
N 0.536 2.601 6.675 0.000
C 1.023 2.224 5.420 0.000
C 0.655 2.936 4.277 0.000
C 1.101 2.533 3.032 0.001
C 1.911 1.414 2.906 0.000
C 2.287 0.704 4.036 0.000
C 1.846 1.107 5.285 0.000
S 2.474 0.900 1.303 0.017
O 3.677 0.149 1.506 0.000
O 2.512 2.096 0.489 0.002
N 1.266 0.023 0.694 0.002
C 0.863 -1.166 1.190 0.009
N 1.284 -1.730 2.322 -0.003
C 0.758 -2.921 2.592 0.002
C -0.161 -3.563 1.778 -0.002
C -0.547 -2.884 0.629 0.004
N -0.060 -1.692 0.349 -0.024
H 0.299 3.578 6.751 0.000
H 1.109 2.302 7.449 0.000
H 0.023 3.812 4.372 0.000
H 0.842 3.104 2.149 0.000
H 2.923 -0.162 3.921 0.000
H 2.141 0.548 6.166 0.000
H 1.092 -3.388 3.514 0.000
H -0.559 -4.535 2.023 0.000
H -1.272 -3.290 -0.064 0.000
```

(3)
DFT (the ωB97M-V functional and the def2-TZVPD basis) results for C52H51Cl3GeO4TeV as an isolated structure.

Calculated values
Energy above the lowest of the compared OMol25 structures with the same formula, charge and spin: 39.1 kcal/mol
HOMO-LUMO gap (spin up / spin down): 0.2370 / 0.2411 Eh
<S²>: 2.03
Total energy: -190008.7987 eV
Spin multiplicity: 3
Net charge: -1

XYZ file:
```
113
Properties=species:S:1:pos:R:3:mulliken_spin:R:1
V 1.518 1.853 0.034 2.073
C 2.101 3.970 0.370 0.041
C 0.867 4.755 0.396 -0.005
C 0.386 4.763 1.680 0.040
C 1.341 4.121 2.537 -0.078
C 2.411 3.711 1.778 0.002
C 3.766 3.304 2.274 -0.013
C 1.152 4.005 4.016 -0.006
C -0.876 5.416 2.140 0.001
C 0.288 5.584 -0.717 0.002
C 3.221 4.362 -0.572 0.035
H 4.226 2.564 1.620 -0.001
H 3.708 2.884 3.278 0.000
H 4.411 4.189 2.310 0.000
H 1.239 4.988 4.485 0.001
H 0.156 3.619 4.239 0.001
H 1.893 3.341 4.460 -0.001
H -0.666 6.423 2.510 -0.001
H -1.336 4.851 2.947 0.000
H -1.592 5.490 1.323 0.000
H -0.720 5.267 -0.993 0.001
H 0.917 5.567 -1.604 -0.001
H 0.220 6.622 -0.380 0.001
H 4.020 3.621 -0.546 0.000
H 3.633 5.330 -0.269 -0.002
H 2.865 4.456 -1.599 -0.001
Cl 2.395 -1.228 3.913 0.000
C 1.159 0.002 3.641 0.001
Cl -0.431 -0.738 3.703 0.000
C 1.494 0.712 2.293 0.005
O 2.674 0.668 1.978 0.007
O 0.574 1.297 1.685 -0.078
H 1.224 0.718 4.464 0.000
O 3.116 1.038 -0.572 -0.063
C 2.765 -0.164 -0.519 0.014
O 1.575 -0.513 -0.437 0.069
C 3.829 -1.237 -0.655 0.003
C 3.408 -2.085 -1.837 -0.002
Ge 1.696 -3.102 -1.497 0.001
C 1.369 -3.968 -3.277 0.000
C 0.692 -5.177 -3.379 0.000
C 0.348 -5.706 -4.610 0.000
C 0.662 -5.019 -5.772 0.000
C 1.331 -3.810 -5.691 0.000
C 1.677 -3.297 -4.454 0.000
C -0.208 -2.728 -1.065 0.000
C -0.916 -1.788 -1.792 0.003
C -2.294 -1.711 -1.686 0.001
C -2.979 -2.593 -0.868 0.000
C -2.276 -3.528 -0.129 0.000
C -0.897 -3.591 -0.224 0.000
C 2.291 -4.484 -0.185 0.000
C 2.192 -4.221 1.178 0.000
C 2.647 -5.132 2.114 0.000
C 3.210 -6.327 1.697 0.000
C 3.309 -6.607 0.344 0.000
C 2.857 -5.687 -0.586 0.000
H 3.852 -1.821 0.269 0.000
H 4.805 -0.770 -0.805 0.000
H 4.155 -2.857 -2.045 -0.001
H 3.324 -1.450 -2.716 0.001
H 0.428 -5.709 -2.475 0.000
H -0.171 -6.654 -4.670 0.000
H 0.376 -5.421 -6.737 0.000
H 1.582 -3.267 -6.593 0.000
H 2.191 -2.347 -4.403 0.000
H -0.378 -1.124 -2.450 -0.005
H -2.842 -0.987 -2.269 0.000
H -4.057 -2.549 -0.807 0.000
H -2.806 -4.217 0.516 0.000
H -0.353 -4.328 0.351 0.000
H 1.752 -3.287 1.501 0.000
H 2.559 -4.911 3.169 0.000
H 3.572 -7.039 2.426 0.000
H 3.734 -7.546 0.014 0.000
H 2.941 -5.902 -1.644 0.000
Te -2.054 0.407 0.977 0.031
C -3.913 -0.600 1.414 0.000
C -3.827 -1.839 2.036 0.000
C -4.957 -2.582 2.320 0.000
C -6.210 -2.081 2.004 0.000
C -6.312 -0.831 1.417 0.000
C -5.172 -0.101 1.124 0.000
C -2.792 2.058 2.142 -0.001
C -2.514 2.184 3.494 0.000
C -3.122 3.173 4.247 0.000
C -4.022 4.045 3.659 0.000
C -4.304 3.926 2.309 0.000
C -3.680 2.947 1.558 0.001
H -2.850 -2.226 2.291 0.000
H -4.863 -3.556 2.783 0.000
H -7.099 -2.660 2.217 0.000
H -7.289 -0.432 1.171 0.000
H -5.271 0.871 0.664 0.000
H -1.821 1.503 3.965 0.000
H -2.900 3.257 5.302 0.000
H -4.501 4.816 4.248 0.000
H -5.014 4.595 1.841 0.000
H -3.887 2.870 0.498 0.000
Cl 2.468 1.905 -3.075 0.001
C 0.894 1.318 -3.482 -0.025
C 0.699 0.596 -4.641 0.005
C -0.580 0.174 -4.968 -0.010
C -1.638 0.482 -4.128 0.006
C -1.425 1.189 -2.961 -0.010
C -0.145 1.616 -2.590 -0.049
C 0.123 2.447 -1.421 0.009
H 1.539 0.386 -5.285 0.000
H -0.744 -0.387 -5.875 -0.001
H -2.635 0.165 -4.397 0.000
H -2.253 1.437 -2.311 -0.001
H -0.808 2.685 -0.891 -0.018
H 0.575 3.374 -1.782 0.018
```